Record 1
Entry from OMol25: a 9-piece molecular cluster, C63H63BF12INO7S2 overall in a non-equilibrium geometry (ωB97M-V/def2-TZVPD).

The geometry in XYZ format:
```
150
Properties=species:S:1:pos:R:3:mulliken_charge:R:1
I -1.66 1.49 -3.60 -0.04
S 5.99 3.07 -0.63 -0.28
S 1.49 4.43 -1.16 1.47
F -0.75 6.24 -0.86 -0.29
F 6.58 1.85 2.34 -0.23
F -1.84 2.58 1.47 -0.22
F 0.57 3.88 1.30 -0.28
F 1.43 5.83 0.99 -0.26
F -3.65 3.71 1.68 -0.28
F -0.94 6.44 1.27 -0.24
F -1.84 4.39 2.64 -0.22
F -1.85 3.75 -0.76 -0.09
F 5.02 0.39 2.75 -0.24
F -3.04 5.40 -0.03 -0.32
F 5.81 0.59 0.77 -0.17
O 2.13 5.63 -1.57 -0.74
O 6.72 4.67 2.05 -0.50
O 3.61 4.09 0.12 -0.53
O 0.57 3.81 -2.07 -0.57
O 4.60 2.81 3.97 -0.73
O 4.74 5.89 1.66 -0.53
O 2.73 3.47 2.84 -0.52
N 3.15 1.63 1.08 0.13
C 0.25 -4.88 2.84 -0.52
C 3.41 6.90 6.39 -0.54
C -10.02 -4.37 2.20 -0.35
C 2.87 3.30 -0.77 -1.42
C 3.58 -0.41 -1.05 -1.55
C 1.51 8.13 5.58 -0.46
C 1.32 -2.73 2.86 -0.64
C 10.77 -3.92 -0.37 -0.41
C -6.82 -2.16 -5.35 -0.56
C -2.79 -2.58 -2.90 -0.32
C 11.86 3.35 -3.22 -0.42
C 9.36 2.54 -2.33 -0.02
C -10.15 -5.72 2.51 -0.34
C -1.85 -3.44 -2.37 -0.67
C 11.74 2.20 -2.43 -0.45
C -13.02 -4.19 -2.04 -0.51
C -12.88 -6.33 -0.95 -0.48
C 0.65 4.91 0.47 0.20
C 9.48 3.68 -3.11 -0.41
C 9.55 -2.06 -1.28 -0.55
C 1.20 1.28 -0.37 0.42
C 10.12 -3.76 0.84 -0.37
C -4.14 -2.83 -2.73 -0.64
C -0.83 0.70 -1.81 -1.13
C -11.65 -4.01 -1.86 -0.35
C -2.25 -4.57 -1.67 -0.36
C -7.22 -3.29 -4.66 -0.34
C -9.12 -1.54 -5.69 -0.44
C 10.49 -3.07 -1.44 -0.41
C -7.98 -4.27 3.48 -0.42
C -7.76 -1.28 -5.87 -0.38
C -8.11 -5.61 3.79 -0.36
C -8.94 -3.64 2.69 -0.46
C -1.99 4.61 0.25 0.44
C 3.50 0.91 -1.23 -0.05
C -0.57 -4.47 1.80 -0.36
C 4.38 2.33 1.59 0.10
C -9.52 -2.67 -4.99 -0.36
C 2.66 1.81 -0.35 1.69
C 2.46 7.90 6.56 -0.41
C 3.40 6.13 5.24 -0.45
C 8.89 -1.90 -0.07 -0.27
C -3.60 -4.83 -1.49 -0.58
C -11.51 -6.15 -0.78 -0.43
C 0.51 -2.32 1.81 0.13
C -2.34 3.82 1.56 0.69
C 10.73 4.08 -3.55 -0.38
C 0.71 0.75 -1.73 -0.84
C -0.44 -3.19 1.28 -0.69
C -0.76 5.56 0.29 0.66
C 5.47 1.30 1.88 -0.11
C 9.18 -2.75 0.99 -0.49
C 4.78 3.53 0.69 0.19
C 2.45 6.35 4.25 0.36
C -4.55 -3.96 -2.02 -0.39
C -13.63 -5.34 -1.58 -0.39
C -8.58 -3.55 -4.48 -0.51
C 3.86 2.95 3.01 0.11
C -9.19 -6.34 3.31 -0.50
C 1.19 -4.02 3.37 -0.38
C 10.49 1.80 -1.99 -0.56
C 1.50 7.35 4.43 -0.46
C -10.90 -4.98 -1.23 -0.56
B 5.47 4.75 1.52 1.43
H 4.08 1.37 -2.02 0.45
H 1.10 1.33 -2.56 0.70
H -4.88 -2.15 -3.13 0.56
H 10.83 4.97 -4.16 0.36
H -10.92 -6.91 -0.28 0.54
H -1.31 -5.14 1.39 0.42
H 3.37 3.29 -1.75 0.71
H 9.33 -1.39 -2.11 0.44
H 8.60 4.26 -3.37 0.35
H 4.14 5.34 5.10 0.37
H 2.06 -2.06 3.28 0.46
H 2.45 5.74 3.36 0.03
H 12.62 1.63 -2.17 0.38
H 4.39 -1.00 -1.46 0.43
H -5.60 -4.16 -1.88 0.60
H -9.29 -7.39 3.55 0.36
H 5.94 4.16 -1.40 0.23
H -13.35 -7.23 -0.60 0.38
H 1.83 -4.34 4.18 0.38
H 11.01 -3.19 -2.38 0.37
H -7.45 -0.40 -6.41 0.37
H 10.38 0.91 -1.38 0.42
H 2.40 1.93 1.73 0.72
H 0.60 -1.32 1.41 0.32
H 1.19 0.44 0.32 -0.85
H 0.49 1.99 0.03 -0.12
H -8.89 -4.43 -3.95 0.41
H -10.58 -2.87 -4.85 0.47
H 8.66 -2.62 1.93 0.38
H -11.17 -3.10 -2.22 0.50
H -1.08 -2.87 0.47 0.49
H -9.84 -4.84 -1.08 0.55
H -7.37 -6.10 4.41 0.37
H 3.26 0.62 1.19 0.84
H -8.84 -2.59 2.44 0.38
H 7.27 3.98 1.67 0.30
H 2.47 8.51 7.46 0.35
H 10.34 -4.42 1.67 0.36
H -7.14 -3.70 3.85 0.38
H 2.85 -0.94 -0.46 0.19
H 0.76 7.53 3.66 0.40
H 8.16 -1.11 0.05 0.57
H -10.99 -6.28 2.13 0.48
H 11.50 -4.71 -0.49 0.36
H -14.69 -5.48 -1.72 0.37
H -1.51 -5.24 -1.25 0.56
H 0.15 -5.88 3.24 0.37
H -1.32 1.15 -0.96 0.37
H 0.76 8.90 5.72 0.38
H 5.29 6.68 1.63 0.21
H -5.76 -1.95 -5.49 0.47
H -10.77 -3.89 1.59 0.46
H 1.06 -0.27 -1.89 0.37
H -1.15 -0.34 -1.84 0.35
H -9.86 -0.86 -6.09 0.37
H -13.60 -3.42 -2.53 0.38
H -6.49 -3.97 -4.26 0.51
H -2.46 -1.70 -3.44 0.44
H -3.92 -5.70 -0.94 0.40
H 4.16 6.73 7.15 0.37
H 12.83 3.66 -3.57 0.36
H -0.79 -3.24 -2.50 0.43
H 8.39 2.21 -1.98 0.35
```

Results
Lowest unoccupied orbital energy, eV: -0.3
HOMO energy, Ha: -0.316
Molar mass, g/mol: 1376.02
Max |F|, Eh/bohr: 0.022


Record 2
Entry from OMol25: C63H67AsF6Ge2N2S4Zn as an isolated structure in a non-equilibrium geometry (ωB97M-V/def2-TZVPD).

The geometry in XYZ format:
```
146
Properties=species:S:1:pos:R:3:mulliken_charge:R:1
As -0.72 -4.77 -0.94 2.17
Ge 1.71 0.02 -0.88 -0.74
Ge -0.26 -0.02 1.41 -0.62
Zn -1.57 0.20 -1.82 1.16
S -2.12 -0.55 0.34 -0.31
S 0.83 1.71 0.42 -0.39
S 1.28 -1.52 0.77 1.21
S 0.58 -0.15 -2.74 -0.98
F -1.10 -6.38 -0.36 -0.53
F 0.63 -5.43 -1.84 -0.50
F -1.73 -5.06 -2.33 -0.50
F -0.33 -3.18 -1.52 -0.30
F 0.30 -4.56 0.46 -0.47
F -2.07 -4.10 -0.08 -0.48
N -1.90 2.15 -2.15 1.52
N -3.41 -0.05 -2.79 0.96
C -5.09 0.70 1.44 -0.17
C 1.95 4.40 -2.99 -0.70
C 5.09 -1.18 1.29 -1.41
C 1.41 6.53 -1.77 -1.71
C -4.24 -1.18 -2.87 -0.48
C -1.73 3.13 2.53 -1.62
C 4.04 1.39 -2.07 -0.93
C 5.81 -0.43 5.49 -1.86
C 4.14 -3.51 1.22 -0.74
C 5.67 -0.87 -2.13 0.24
C -3.83 1.13 -3.14 -0.50
C -6.28 -2.38 -2.41 -0.65
C 2.54 3.15 -3.08 1.14
C -2.12 -1.55 -5.28 -1.35
C 1.82 2.25 4.07 -1.35
C -5.53 -1.20 -2.32 0.64
C -2.48 0.39 4.97 0.36
C 4.18 2.93 0.36 -1.27
C 4.43 -0.93 -1.49 -0.85
C -6.05 2.58 0.07 -1.40
C 1.68 -0.27 4.30 1.84
C 4.07 -2.19 -0.78 0.64
C -0.29 -0.23 5.69 0.01
C 3.52 -4.56 0.57 0.38
C 3.20 -4.42 -0.78 -0.91
C -1.37 3.37 -2.04 -0.75
C 3.27 2.66 -1.99 0.61
C 3.17 -5.83 1.29 -1.70
C 2.06 5.18 -1.85 0.86
C 2.41 2.37 -4.36 -2.21
C -3.69 -2.35 -3.44 1.09
C -5.76 -3.51 -3.02 -1.30
C -3.02 0.94 2.64 0.44
C 6.09 0.30 -2.74 -1.05
C -4.98 1.99 0.94 0.52
C 3.79 0.82 4.66 -1.19
C 3.64 -1.54 4.87 -1.00
C -7.28 0.63 -2.35 -1.64
C 3.46 -3.25 -1.46 1.26
C 3.39 3.43 -0.82 1.12
C 0.19 -0.15 4.38 -1.00
C -2.89 2.25 2.14 0.91
C 5.28 1.43 -2.69 0.09
C 4.43 -2.32 0.56 1.25
C 1.52 -2.80 4.36 -1.45
C -4.47 -3.49 -3.51 -0.75
C 2.78 4.68 -0.77 -0.90
C -3.87 2.74 1.29 -0.65
C 3.08 -3.10 -2.91 -1.69
C 2.44 0.90 4.33 0.67
C -1.62 0.01 5.99 -1.34
C -0.71 0.15 3.35 0.55
C 2.29 -1.51 4.52 0.67
C -3.05 2.28 -2.89 0.35
C -2.29 -2.36 -3.99 0.57
C 4.39 -0.39 4.99 0.67
C -2.17 4.31 -2.71 -0.85
C -4.27 -1.27 2.73 -1.77
C -2.04 0.46 3.66 -0.88
C -4.12 0.15 2.28 0.57
C 3.61 0.20 -1.47 -0.17
C -6.15 -0.05 -1.57 0.36
C -3.24 3.62 -3.25 -1.57
H -0.86 2.90 1.91 -0.04
H 3.63 -6.70 0.80 0.38
H 5.81 -0.44 6.58 0.38
H 2.56 -3.99 -3.26 0.41
H -4.06 4.02 -3.83 0.55
H -5.39 0.69 -1.30 -0.46
H 1.35 2.27 -4.62 0.33
H 1.38 4.77 -3.84 0.31
H 0.55 -2.74 4.83 0.30
H -3.78 3.75 0.90 0.38
H 5.82 -0.67 0.65 0.38
H 2.82 1.37 -4.27 0.29
H -1.11 -1.69 -5.67 0.37
H 1.50 2.32 3.03 0.03
H 2.01 7.22 -1.17 0.42
H -3.51 0.63 5.19 0.51
H 0.43 6.45 -1.29 0.27
H -6.84 1.86 -0.14 0.28
H -2.84 -1.89 -6.03 0.33
H -1.98 4.18 2.38 0.63
H -6.56 -0.44 -0.64 0.43
H -8.08 -0.09 -2.54 0.41
H -1.60 -1.96 -3.24 -1.08
H 2.86 5.27 0.13 0.40
H 2.53 3.05 4.27 0.54
H 6.29 -1.75 -2.13 0.50
H -5.63 2.91 -0.88 0.32
H 4.10 -2.50 5.10 0.26
H -4.04 -4.39 -3.94 0.43
H 0.42 -0.48 6.48 0.51
H -1.99 -3.39 -4.17 0.60
H 2.72 -5.24 -1.29 0.46
H 5.59 -1.53 2.19 0.54
H -5.94 0.08 1.16 0.36
H 3.49 -5.81 2.33 0.36
H 4.38 1.74 4.70 0.33
H 3.67 2.08 0.82 -0.10
H 2.91 2.89 -5.18 0.44
H -6.36 -4.41 -3.08 0.38
H -1.97 -0.07 7.01 0.40
H -3.69 -1.49 3.62 0.28
H -7.70 1.47 -1.79 0.47
H -6.50 3.45 0.55 0.49
H 3.96 -2.93 -3.53 0.33
H 6.32 -1.33 5.15 0.40
H 7.05 0.34 -3.24 0.38
H 2.41 -2.25 -3.05 0.13
H -3.92 -1.94 1.94 0.29
H -5.32 -1.51 2.93 0.51
H -1.45 2.98 3.57 0.31
H -4.78 1.25 -3.66 0.43
H 0.93 2.40 4.69 0.32
H -1.97 5.37 -2.77 0.47
H 1.35 -2.99 3.29 0.01
H 4.29 3.71 1.11 0.49
H -6.94 1.00 -3.31 0.31
H 6.37 0.44 5.15 0.38
H -7.27 -2.40 -1.98 0.43
H 4.40 -3.60 2.27 0.26
H 2.08 -3.64 4.77 0.50
H 5.17 2.58 0.05 0.31
H 4.34 -0.43 1.59 -0.12
H -0.45 3.53 -1.50 0.41
H 2.09 -5.98 1.26 0.31
H -2.28 -0.49 -5.11 0.22
H 1.26 6.96 -2.76 0.39
H 5.61 2.36 -3.14 0.50
```

Results
Total charge: -1
Lowest unoccupied orbital energy (alpha / beta), eV: 2.2 / -0.7
HOMO energy (alpha / beta), Ha: -0.204 / -0.204
Molar mass, g/mol: 1380.03
Max |F|, Eh/bohr: 0.033
2S+1: 2